1.
Computed, not measured: a molecular structure, C42H53N9O2S2SiZr, with ωB97M-V with the def2-TZVPD basis set.

Values from the calculation:
- total charge = +2
- 2S+1 = 1

Geometry as XYZ:
```
110
Properties=species:S:1:pos:R:3:lowdin_charge:R:1
C 1.2347 1.8393 3.0905 0.01
H 1.5298 3.6596 -7.1431 0.08
H 2.5163 -2.1055 -0.0168 0.07
H 0.4975 7.2948 1.8652 0.09
C 3.0428 -1.1630 -0.0086 -0.14
H -0.0478 -5.4627 2.8529 0.04
C 0.4382 4.2305 -5.3601 -0.24
C 0.1900 2.5677 0.9622 -0.28
H 0.5108 -2.0514 4.8944 0.13
C 1.4537 -0.4629 3.8671 -0.13
O -1.9970 0.4823 0.3790 -0.21
N -2.5385 -0.5529 -1.9541 -0.04
H 1.3570 -5.5468 -2.2153 0.11
H -2.0302 2.4985 -3.5689 0.08
H 0.7106 -1.7104 -3.9590 0.04
H -0.9943 6.9463 2.7320 0.09
H 1.3611 -4.0861 -4.2145 0.12
C 2.5251 2.0644 -1.5718 -0.24
H -3.0741 3.4433 -2.5169 0.12
C 4.9055 0.1723 0.6359 -0.03
H 2.0954 5.1506 -6.3979 0.08
C 0.1896 -1.2326 4.2444 -0.15
H -1.6458 -1.1350 5.3821 0.12
C 4.3155 1.2275 -0.0410 0.00
C 3.4212 3.1920 -1.9772 0.00
S -0.1934 0.5509 -3.8504 0.73
H -2.9459 -1.9940 4.0204 0.12
C -3.2436 0.0049 -3.1198 -0.23
H -0.4353 2.3378 -5.7823 0.12
C -0.0483 -6.7900 0.0557 -0.17
H -2.5983 0.0191 -3.9919 0.05
H 1.8875 0.0326 4.7392 0.13
H 3.1465 -5.9546 -0.0394 0.04
C -0.5941 4.8490 0.8818 0.06
N -0.0912 2.9115 -5.0287 -0.02
N 1.2219 0.5631 2.8505 0.09
H 2.8257 -6.2855 1.6584 0.04
H 3.1869 -4.6434 1.1366 0.02
C -2.5510 -0.5191 0.9373 -0.39
C -1.4279 3.3612 -0.8434 -0.07
H -4.2480 1.3675 -1.7948 0.12
H -4.3837 1.7683 -3.4969 0.13
H 0.6169 4.7484 -4.4194 0.10
C 0.2835 2.2349 -3.9217 -0.78
N -1.6149 2.3041 -1.5345 -0.05
C -3.4716 -2.9035 2.1916 -0.26
C 0.0311 6.6114 2.5750 -0.03
C 4.2733 -1.0572 0.6239 -0.03
H 4.3747 2.8047 -2.3376 0.10
S -0.0108 -1.7262 0.5964 0.78
C -2.9673 -1.8775 2.9448 0.03
H 1.5731 2.1286 4.0836 0.15
H 4.8093 2.1862 -0.0836 0.11
H -4.1226 -0.6084 -3.3359 0.12
C 0.0650 -4.6094 2.1789 -0.19
C 0.0721 5.2002 2.0666 -0.25
C 3.0996 1.0194 -0.6859 -0.22
H -0.2361 -1.7148 3.3633 0.06
H 2.4795 3.5944 -5.6551 0.07
H 0.5623 6.7017 3.5208 0.08
H -1.1705 5.6137 0.3714 0.14
C -3.6874 1.4128 -2.7330 -0.15
H 5.8564 0.3040 1.1347 0.12
H -3.7762 -4.1937 3.8791 0.08
H -0.4599 0.0379 5.8866 0.13
N 1.3313 1.8938 -2.0078 -0.09
C -3.9432 -4.1883 2.8034 -0.03
C -3.0943 -1.5958 0.1643 -0.16
H -3.4069 -5.0400 2.3814 0.08
C -0.8788 -0.4567 5.0093 -0.13
C 2.6658 -5.5626 0.8575 -0.16
C -3.2589 -1.3483 -1.2549 -0.07
H -0.9126 -4.1560 2.0243 0.00
O 0.3722 1.3980 0.4672 -0.26
C 0.7141 -2.3808 -3.1120 -0.15
H -1.3313 1.5500 4.5115 0.15
C 1.0813 -3.7017 -3.2450 -0.03
N 0.9408 2.8277 -2.9726 0.01
C 1.7098 4.1537 -6.1881 -0.08
H 2.1961 -1.1561 3.4710 0.13
C -0.5754 3.5782 0.3218 -0.09
H 4.7187 -1.9280 1.0842 0.11
C -2.0967 0.4918 3.0406 0.01
C 0.7125 4.1900 2.7428 0.03
N -1.5117 0.6040 4.2112 0.08
H -5.0070 -4.3482 2.6269 0.09
H -1.0968 -6.5816 -0.1662 0.04
H -2.2095 1.4338 2.5110 0.15
H -0.0204 -7.5342 0.8526 0.04
H 2.9640 3.8100 -2.7395 0.07
C -2.5595 -0.6478 2.3621 -0.14
C 1.0779 -4.5047 -2.1118 -0.06
N 2.4469 -0.1491 -0.6288 0.09
H -0.3452 4.7791 -5.8849 0.12
N 0.3646 -1.8578 -1.9301 -0.12
C -3.5643 -2.7200 0.7916 0.05
H 0.7003 -3.8746 2.6742 0.01
H -3.9984 -3.5155 0.1946 0.14
C 0.7591 2.8716 2.2378 -0.11
Zr -0.3611 0.3154 -1.2149 1.62
C 0.7330 -4.0000 -0.8589 -0.23
Si 0.8422 -5.2359 0.5913 0.53
C 0.3905 -2.6427 -0.8340 -0.69
H 1.1863 4.3969 3.6961 0.13
H 3.6362 3.8133 -1.1037 0.10
H -4.1645 -1.7659 -1.7049 0.15
H 0.9442 0.2631 1.9091 0.08
H -1.9987 4.2540 -1.1119 0.14
C -2.5953 2.4684 -2.6401 -0.19
H 0.3882 -7.2516 -0.8301 0.03
```

2.
Computed, not measured: a molecular structure, C42H54AlB2BrCl3FN2NaO27P2S in a non-equilibrium geometry, with ωB97M-V with the def2-TZVPD basis set.

Values from the calculation:
- total charge = -1
- 2S+1 = 1

Geometry as XYZ:
```
137
Properties=species:S:1:pos:R:3:lowdin_charge:R:1
O -3.8737 -1.2343 0.0900 -0.25
P 0.5034 1.8810 1.4309 0.67
H -2.6423 -2.7384 4.3834 0.08
O 4.5758 -2.3104 7.5142 0.19
H -3.9423 1.0666 -6.7010 0.07
H 1.4986 -2.8011 0.6484 0.10
C 3.1515 6.8727 0.9441 -0.06
O 1.9316 2.3182 1.8062 -0.29
C -1.0823 -0.3748 0.6330 -0.25
C 7.8284 4.7075 0.9272 -0.08
O -1.4650 -5.6723 3.0579 0.01
C 4.0048 4.6172 0.9168 0.02
H -4.3416 -1.9570 3.3994 0.10
C 2.5787 1.0961 -5.7885 -0.96
C 6.4498 4.1669 0.9159 -0.27
H -1.2999 2.2090 -9.8452 0.12
H -0.6760 3.2949 0.1956 0.09
H -3.4462 -0.5168 -11.7733 0.09
H -2.1737 2.3186 -7.6462 0.14
O -3.2904 -2.2041 -2.2178 -0.31
C 4.5712 -1.2105 5.4032 -0.46
O 8.7385 1.1467 6.7723 0.05
C 4.4501 7.3688 0.9073 -0.01
Cl 1.9468 0.4310 -7.2996 0.55
O -1.8652 1.1667 -2.0184 0.09
O 2.6710 1.4279 6.1412 0.23
H -7.6950 -2.5445 -2.1635 0.12
O 1.3621 -0.3170 5.2378 0.05
Br -10.2508 -3.4862 -1.0622 0.14
H -6.5334 -2.1535 2.8199 0.13
N -6.9950 -4.4788 -1.1542 -0.15
C 8.0504 6.0826 0.8599 -0.09
H -0.8083 1.6300 3.2020 0.03
C -6.3606 -3.7373 1.2699 -0.15
H 4.6168 8.4414 0.9062 0.12
S -2.7887 -2.1480 -0.7782 0.79
O -0.4863 0.9120 4.8527 0.15
H -4.0581 -0.0423 -8.0547 0.06
N -1.4709 0.3558 -7.7682 0.03
B -1.3183 -0.1683 -2.0867 -0.41
P 0.1901 -2.3895 -1.1429 0.73
H 8.7470 2.7607 1.0683 0.12
H -1.5918 0.6533 0.4596 0.13
O 7.1037 8.2294 0.7484 0.09
H -4.5728 1.6410 -8.2475 0.08
O -4.5931 -3.4987 5.1267 -0.45
H -8.8956 -6.9756 -2.7475 0.09
C -5.9870 -3.7949 -0.2931 -0.14
H 9.5341 7.6469 0.7804 0.12
C -2.4121 1.4002 -8.1942 -0.42
H -1.3047 -1.7066 -3.8238 0.03
H -7.4753 -3.9559 1.4860 0.12
H 3.3592 0.4372 -5.4109 0.04
C 8.9123 3.8315 1.0030 0.01
O 6.6284 0.8692 6.3847 0.03
H -1.1916 -1.4915 4.6471 0.10
C -7.2997 -5.9048 -1.2468 0.00
O -2.6207 -3.5646 -0.3250 -0.28
C 5.3097 5.1114 0.8974 -0.07
H -3.0306 2.4236 -10.0367 0.12
C 10.4326 5.7020 0.9135 -0.07
C -1.3284 -2.3483 2.4890 -0.14
O 0.7662 -3.2818 0.1765 -0.13
H 0.2589 -0.5517 -3.7890 -0.01
C -7.7592 -3.6729 -2.0572 -0.20
F 3.9862 2.8148 4.8755 -0.42
H -0.5209 0.6803 -7.9444 -0.01
O 1.5806 -1.6136 -1.8261 -0.17
H -9.4347 -4.2773 -3.7166 0.09
O 1.1151 3.0433 5.9601 0.20
O -2.2336 -5.5217 5.2037 0.04
Al 1.7981 -2.1484 4.7177 1.13
H -3.7804 -0.7216 -10.0582 0.07
C -1.9746 -1.0196 1.8472 -0.22
H -5.7794 -4.5477 1.8590 0.12
C -3.5363 -1.1281 1.5061 -0.67
O -2.2375 0.5665 -10.5401 -0.19
H -0.1747 -2.3919 2.3905 0.07
C -3.5130 0.0121 -10.8212 -0.11
C -8.7131 -4.5952 -2.8894 -0.22
H 1.2177 -0.1827 0.2916 0.09
C 6.9100 7.0260 0.8208 -0.28
C 4.0806 -1.5338 6.7435 -0.42
H -2.3600 -6.0618 2.8815 0.13
O -0.2515 -3.4492 -2.2007 -0.34
H 2.2354 -1.5035 -1.0988 0.08
H 11.4465 6.0894 0.9046 0.10
H -6.1871 -1.4303 1.1767 0.10
Cl -4.2966 0.4806 2.0721 0.70
C 1.4655 1.9016 5.8129 -0.39
H -3.9666 -4.1978 5.2994 -0.17
C -4.3261 -2.2766 2.2864 -0.17
O 5.5429 -1.6740 4.8720 0.19
H -0.4452 -3.6471 5.7380 0.13
H 0.7493 -0.4898 2.0738 0.09
H 11.0523 3.6463 1.0653 0.10
C -0.6159 -3.6548 4.6061 -0.17
H -5.0192 -4.4241 -0.3719 0.13
O 6.2577 2.9646 0.9283 0.12
C 10.2111 4.3292 1.0008 -0.06
C -3.8249 0.9899 -7.7864 -0.07
C 0.4250 -0.0078 1.0925 -0.15
C -5.9032 -2.3170 1.8636 -0.18
H -1.4075 0.0458 -4.3598 0.09
H -1.7414 -3.3283 2.0795 0.10
C -1.1905 -1.1622 -0.7598 -0.29
H -3.8683 -3.3253 2.1740 0.12
H 1.9157 5.1103 0.9593 0.09
O 3.7559 -0.3017 4.8336 0.19
C 0.6490 0.8237 5.2508 -0.30
O 7.8545 -0.8382 7.2589 0.03
H 0.3326 -3.7582 3.9844 -0.01
C 7.6708 0.3100 6.8179 -0.81
H 3.8242 3.5472 0.9194 0.10
H 2.3110 7.5589 0.9747 0.10
H -2.5037 1.2356 -2.7749 0.13
B 2.6931 0.0000 5.8043 -1.03
Na -0.2243 -2.9313 -4.4630 0.67
C -8.3966 -6.0251 -2.3409 -0.09
C -1.4948 -4.9919 4.3268 -0.36
O 2.9648 -0.8233 6.9938 0.21
C 9.3554 6.5781 0.8433 -0.01
C 5.5324 6.4890 0.8777 -0.09
Cl 1.3017 1.2336 -4.5743 0.63
C 2.9293 5.4972 0.9394 -0.05
H -6.7967 -6.7268 -0.6478 0.12
H 2.9924 2.0849 -5.9805 0.04
C -0.8766 -0.6493 -3.5999 -0.10
H -5.8571 -2.7243 -0.6585 0.11
H 8.2041 1.8764 6.3963 0.10
H -1.5802 -0.4302 -8.4110 0.07
H -4.2875 0.7797 -10.9044 0.09
O -0.6007 2.3957 2.6127 -0.15
C -1.5748 -2.4204 4.1060 -0.13
H -1.8967 -0.2197 2.6818 0.12
C -2.2659 1.7148 -9.6965 -0.20
O 0.0515 2.6606 -0.0432 -0.19
```

Let's list total energy in order: -92743.119, -254793.447 eV.